[1]
Below is a cluster of 2 separate species, C3H6N3 in total, with properties calculated with ωB97M-V/def2-TZVPD.

```
12
C3H6N3 (ωB97M-V/def2-TZVPD)
C 1.51 0.36 -0.99
C -0.41 0.80 -0.11
C -0.95 -1.52 0.62
N 1.02 -0.76 -0.54
N 0.64 1.36 -0.73
N -0.16 -0.49 0.01
H 2.46 0.45 -1.48
H -1.41 2.80 1.90
H -0.72 -2.46 0.13
H -0.71 -1.60 1.68
H -2.01 -1.29 0.51
H 0.74 2.34 -0.98
```

ΔE to the lowest compared entry with this formula, charge and spin = 127.0 kcal per mole
net charge = +1
calculated total energy = -281.7156 Eh
orbital gap (alpha / beta) = 0.4477 / 0.2695 Ha
highest occupied orbital energy (alpha / beta) = -16.19 / -15.15 eV
largest force on an atom = 1.54 eV/Å
LUMO level (alpha / beta) = -0.147 / -0.287 hartree

---

[2]
Below is a cluster of 9 separate species, C27H72O9 in total, with properties calculated with ωB97M-V/def2-TZVPD.

```
108
C27H72O9 (ωB97M-V/def2-TZVPD)
C 0.05 -3.45 1.33
C 0.90 -3.60 0.08
C 1.52 -5.00 -0.07
O 0.19 -3.41 -0.95
H -0.71 -4.26 1.29
H -0.52 -2.51 1.31
H 0.66 -3.60 2.21
H 1.66 -2.82 -0.03
H 1.97 -5.30 0.92
H 2.32 -4.87 -0.79
H 0.82 -5.77 -0.32
H 0.70 -2.85 -1.52
C -3.14 1.24 2.24
C -2.32 2.34 1.58
C -2.35 2.06 0.05
O -2.70 3.54 1.78
H -2.87 1.22 3.27
H -2.94 0.30 1.84
H -4.20 1.49 2.21
H -1.24 2.23 1.92
H -3.28 1.89 -0.36
H -1.91 1.13 -0.05
H -1.77 2.77 -0.46
H -2.45 3.84 2.65
C 3.15 -0.62 -3.96
C 3.13 -1.94 -3.25
C 4.32 -1.93 -2.30
O 2.10 -2.07 -2.67
H 2.71 0.12 -3.37
H 2.44 -0.67 -4.82
H 4.08 -0.28 -4.32
H 3.18 -2.79 -3.95
H 5.27 -1.91 -2.79
H 4.22 -2.83 -1.66
H 4.25 -1.14 -1.58
H 1.82 -2.97 -2.85
C 2.43 2.99 -2.31
C 3.40 2.64 -1.25
C 4.66 1.92 -1.70
O 3.81 3.60 -0.61
H 2.28 2.16 -2.96
H 2.70 3.88 -2.83
H 1.45 3.24 -1.92
H 3.03 1.93 -0.52
H 5.46 2.57 -1.94
H 4.52 1.33 -2.54
H 5.08 1.39 -0.91
H 3.19 3.81 0.12
C -1.62 0.73 -2.97
C -0.62 -0.37 -2.92
C -0.36 -0.86 -4.31
O 0.38 -0.01 -2.26
H -2.46 0.55 -2.33
H -2.13 0.90 -3.92
H -1.20 1.66 -2.65
H -1.16 -1.19 -2.51
H -1.31 -1.13 -4.74
H 0.25 -1.77 -4.26
H 0.18 -0.21 -4.96
H 1.03 -0.62 -2.52
C 2.21 5.33 2.24
C 1.37 4.21 1.64
C 0.81 4.55 0.32
O 2.08 3.19 1.50
H 3.07 5.67 1.67
H 2.51 5.14 3.30
H 1.43 6.08 2.18
H 0.61 4.05 2.38
H 0.32 3.73 -0.22
H 1.67 4.86 -0.31
H 0.11 5.35 0.39
H 1.56 2.44 1.19
C 2.34 -0.30 0.54
C 0.90 0.18 0.85
C 0.57 0.17 2.30
O 0.56 1.25 0.39
H 2.46 -1.26 0.99
H 2.98 0.39 1.16
H 2.56 -0.28 -0.56
H 0.34 -0.57 0.38
H 1.02 0.97 2.80
H 0.77 -0.77 2.87
H -0.46 0.35 2.43
H 0.07 1.01 -0.41
C -1.76 -1.33 4.10
C -3.09 -1.90 4.71
C -4.36 -1.42 3.90
O -3.18 -3.15 4.81
H -1.65 -0.22 4.18
H -1.74 -1.64 3.09
H -0.95 -1.79 4.64
H -3.02 -1.56 5.77
H -4.29 -1.72 2.86
H -4.51 -0.39 3.93
H -5.34 -1.86 4.18
H -4.05 -3.41 5.14
C -2.59 -1.74 0.00
C -3.80 -1.51 -0.87
C -4.97 -2.55 -0.43
O -4.30 -0.33 -0.88
H -2.24 -2.80 -0.09
H -2.70 -1.66 1.06
H -1.71 -1.10 -0.26
H -3.51 -1.79 -1.88
H -5.18 -2.47 0.62
H -4.57 -3.56 -0.54
H -5.92 -2.43 -0.96
H -4.48 -0.10 0.03
```

ΔE to the lowest compared entry with this formula, charge and spin = 272.3 kcal per mole
net charge = 0
calculated total energy = -1748.6541 Eh
orbital gap = 0.3463 Ha
highest occupied orbital energy = -9.13 eV
largest force on an atom = 15.95 eV/Å
LUMO level = 0.011 hartree
SMILES = CC(C)O.CC(C)O.CC(C)O.CC(C)O.CC(C)O.CC(C)O.CC(C)O.CC(C)O.CC(C)O

---

[3]
Below is a structure of composition C6H6Br2NReS, with properties calculated with ωB97M-V/def2-TZVPD.

```
17
C6H6Br2NReS (ωB97M-V/def2-TZVPD)
Re -0.04 -0.03 0.03
Br -1.23 -1.97 -1.10
C -2.91 -0.97 -1.12
Br -2.44 0.75 -0.30
H -3.65 -1.48 -0.50
H -3.24 -0.82 -2.14
S 1.38 0.07 1.86
C 2.44 0.89 0.70
C 3.71 1.41 0.83
C 4.26 2.00 -0.32
C 3.55 2.03 -1.51
C 2.27 1.47 -1.56
N 1.74 0.91 -0.47
H 4.24 1.37 1.77
H 5.26 2.43 -0.28
H 3.96 2.47 -2.41
H 1.69 1.48 -2.48
```

spin multiplicity = 4
net charge = +3
calculated total energy = -5910.1758 Eh
orbital gap (alpha / beta) = 0.2133 / 0.2427 Ha
highest occupied orbital energy (alpha / beta) = -21.06 / -21.52 eV
largest force on an atom = 2.12 eV/Å
LUMO level (alpha / beta) = -0.561 / -0.548 hartree

---

[4]
Below is the molecule C3H3NO2S, with properties calculated with ωB97M-V/def2-TZVPD.

```
10
C3H3NO2S (ωB97M-V/def2-TZVPD)
C -0.34 0.06 0.27
C 0.58 -1.08 -0.08
C 0.58 1.23 -0.12
H -2.53 -0.68 0.20
H -0.46 0.03 1.36
H 0.35 -2.15 0.04
N 1.69 -0.74 -0.51
O 1.75 0.67 -0.50
O 0.32 2.39 -0.15
S -1.94 0.27 -0.51
```

ΔE to the lowest compared entry with this formula, charge and spin = 63.0 kcal per mole
net charge = 0
calculated total energy = -719.4798 Eh
orbital gap = 0.3783 Ha
highest occupied orbital energy = -10.05 eV
largest force on an atom = 3.43 eV/Å
LUMO level = 0.009 hartree
SMILES = O=C1ON=C[C@@H]1S

---

[5]
Below is a cluster of 7 separate species, C22H60N3O10 in total, with properties calculated with ωB97M-V/def2-TZVPD.

```
95
C22H60N3O10 (ωB97M-V/def2-TZVPD)
C 0.99 0.92 1.01
O 0.20 0.22 2.00
H 1.97 0.90 1.36
H 0.68 2.05 1.01
H 0.96 0.35 0.15
C -0.61 0.60 -2.78
O -1.98 0.49 -2.68
H -0.53 1.56 -3.06
H -0.19 -0.01 -3.52
H -0.11 0.45 -1.73
H -2.07 -0.01 -1.75
C -0.87 -1.64 4.83
O -0.30 -0.52 4.54
H -1.13 -2.02 3.81
H -1.79 -1.64 5.41
H -0.56 -2.49 5.39
H -0.07 -0.33 3.66
C 3.35 -1.88 1.01
O 2.13 -2.22 1.70
H 4.25 -2.26 1.45
H 3.49 -0.74 1.10
H 3.27 -2.02 0.10
H 1.75 -1.47 1.64
C 4.73 -0.82 4.25
O 4.08 0.24 4.93
C 3.17 0.95 4.07
C 2.22 1.99 4.76
N 1.43 2.54 3.72
C 0.40 3.42 4.23
C -0.28 4.28 3.13
O -1.33 5.05 3.51
C -2.46 4.30 3.90
H 4.11 -1.68 4.19
H 5.50 -1.25 4.95
H 4.98 -0.50 3.12
H 2.50 0.34 3.47
H 3.78 1.38 3.30
H 2.65 2.64 5.26
H 1.65 1.38 5.49
H 0.98 1.79 3.13
H 0.69 4.06 5.01
H -0.37 2.82 4.86
H -0.59 3.61 2.27
H 0.55 4.91 2.79
H -3.06 3.65 3.25
H -3.19 5.04 3.82
H -2.33 3.71 4.79
C -0.16 1.27 -9.03
O 0.64 0.16 -9.17
C 1.35 -0.32 -8.02
C 0.36 -0.92 -7.02
N 1.21 -1.39 -5.92
C 0.45 -2.01 -4.83
C 1.41 -2.29 -3.63
O 0.58 -2.98 -2.63
C 1.08 -2.86 -1.30
H -0.43 1.73 -9.81
H 0.26 2.42 -8.61
H -1.02 1.07 -8.36
H 1.90 0.47 -7.47
H 2.12 -1.03 -8.17
H -0.39 -1.64 -7.50
H -0.17 -0.14 -6.63
H 1.68 -0.67 -5.54
H -0.16 -2.91 -5.20
H -0.22 -1.26 -4.58
H 1.91 -1.35 -3.04
H 2.13 -2.98 -3.98
H 1.16 -1.82 -0.98
H 1.95 -3.14 -1.18
H 0.73 -3.49 -0.61
C -4.90 3.08 0.14
O -3.95 2.62 1.09
C -2.84 1.91 0.65
C -3.20 0.45 0.48
N -2.10 -0.50 0.28
C -2.45 -1.78 0.59
C -1.35 -2.77 0.21
O -1.84 -4.01 0.77
C -0.78 -4.97 0.96
H -5.32 2.21 -0.44
H -4.60 3.92 -0.35
H -5.44 3.81 0.71
H -1.89 2.12 1.47
H -2.47 2.44 -0.35
H -3.82 0.27 -0.43
H -3.85 0.23 1.29
H -1.35 -0.10 0.86
H -3.15 -1.91 -0.03
H -2.47 -1.80 1.57
H -0.44 -2.44 0.75
H -1.13 -2.89 -0.95
H -0.07 -4.86 1.80
H -0.17 -5.16 0.05
H -1.38 -5.93 1.24
```

ΔE to the lowest compared entry with this formula, charge and spin = 36.5 kcal per mole
net charge = -1
calculated total energy = -1790.2424 Eh
orbital gap = 0.2685 Ha
highest occupied orbital energy = -4.91 eV
largest force on an atom = 10.85 eV/Å
LUMO level = 0.088 hartree

---

[6]
Below is the ion C4H7N2 with charge +1, with properties calculated with ωB97M-V/def2-TZVPD.

```
13
C4H7N2 (ωB97M-V/def2-TZVPD)
C 0.25 -1.64 -0.14
C 0.37 -0.64 0.95
C -0.90 0.79 -0.73
C 0.31 0.17 -1.30
N 0.36 -1.17 -1.30
N 0.31 0.70 0.16
H 0.22 -2.61 0.07
H -0.33 -0.69 1.69
H 1.24 -0.72 1.41
H -1.14 1.73 -1.11
H -1.73 0.19 -0.36
H 0.84 0.73 -2.05
H 0.91 1.41 0.52
```

ΔE to the lowest compared entry with this formula, charge and spin = 75.7 kcal per mole
net charge = +1
calculated total energy = -265.7878 Eh
orbital gap = 0.4404 Ha
highest occupied orbital energy = -15.78 eV
largest force on an atom = 4.84 eV/Å
LUMO level = -0.140 hartree
SMILES = C1=N[C@H]2C[N@H+]2C1

---

[7]
Below is a cluster of 2 separate species, C5H12S in total, with properties calculated with ωB97M-V/def2-TZVPD.

```
18
C5H12S (ωB97M-V/def2-TZVPD)
C -0.21 -1.99 1.56
C 0.02 -0.60 2.16
S 0.96 -0.56 3.71
H -1.05 -2.47 2.06
H 0.64 -2.63 1.81
H -0.37 -1.91 0.49
H 0.40 0.19 1.52
H -0.98 -0.25 2.42
H 0.00 -0.91 4.57
C -1.05 1.36 -2.49
C 0.45 1.39 -2.61
C 1.31 0.80 -1.80
H -1.37 1.84 -1.57
H -1.46 1.93 -3.33
H -1.46 0.36 -2.58
H 0.87 2.16 -3.25
H 2.31 1.18 -1.62
H 0.98 0.09 -1.05
```

ΔE to the lowest compared entry with this formula, charge and spin = 29.3 kcal per mole
net charge = 0
calculated total energy = -595.8353 Eh
orbital gap = 0.3669 Ha
highest occupied orbital energy = -9.07 eV
largest force on an atom = 1.78 eV/Å
LUMO level = 0.034 hartree
SMILES = C=CC.CCS